# 1
ORCA calculation (the ωB97M-V functional and the def2-TZVPD basis) on the molecule C4H4N2S2 in a non-equilibrium geometry.

Its total energy is -1060.63079 Ha. As for the charge: 0. Its HOMO energy is -8.92 eV. As for the SMILES: S=CSc1ccn[nH]1.

XYZ file:
```
12
Properties=species:S:1:pos:R:3:forces:R:3
C -1.01238 -0.61080 -0.55418 0.4 0.3 0.0
C -2.11059 0.20126 -0.24650 0.4 0.0 0.1
C 0.06043 0.09123 -0.04801 2.2 -0.9 0.1
C 3.42635 -0.48067 0.19086 -2.2 2.0 -0.8
N -1.73136 1.29329 0.39215 -0.7 0.7 0.2
N -0.41127 1.21325 0.52319 0.2 -0.3 -0.2
S 4.14632 0.86413 -0.29783 0.1 -0.3 0.1
S 1.62882 -0.85308 0.33291 -0.3 -0.8 0.4
H -0.98957 -1.55730 -1.04982 0.0 -0.2 -0.1
H -3.14331 0.00428 -0.44863 -0.3 0.1 0.0
H 0.10633 1.93251 0.99870 -0.1 0.0 0.0
H 3.90190 -1.38251 0.52824 0.1 -0.5 0.2
```
Forces are in eV/Å.

Atomic partial charges in e from the Löwdin method, atoms 1 to 6: -0.11, -0.16, -0.52, -1.03, 0.03, -0.02



# 2
ORCA calculation (the ωB97M-V functional and the def2-TZVPD basis) on the molecule C4H4N2S2.

Its total energy is -1060.65577 Ha. As for the charge: 0. Its HOMO energy is -8.32 eV. As for the SMILES: S=c1cccnn1S.

XYZ file:
```
12
Properties=species:S:1:pos:R:3:forces:R:3
C 1.33407 -0.77936 -0.00840 -0.7 0.5 0.1
C 1.49488 0.64220 -0.00190 0.1 -0.6 0.0
C 0.38485 1.40091 0.00292 -0.2 0.9 -0.1
C -0.92620 0.81164 0.00116 0.0 -0.2 0.0
H -1.82458 -2.55784 -0.00175 0.1 -0.2 0.0
H 2.18247 -1.42968 0.02242 0.3 -0.4 -0.1
H 2.49427 1.06195 0.00505 -0.1 0.0 0.0
H 0.41977 2.49813 -0.00607 0.0 -0.6 0.0
N -0.91473 -0.56544 -0.00369 0.1 0.1 0.0
N 0.16486 -1.35578 -0.00624 0.4 0.2 0.0
S -2.45371 -1.37897 0.00024 0.0 0.4 0.0
S -2.35595 1.65225 -0.00374 0.1 -0.2 0.0
```
Forces are in eV/Å.

Atomic partial charges in e from the Löwdin method, atoms 1 to 6: -0.12, -0.04, -0.09, -0.86, -0.13, 0.10



# 3
ORCA calculation (the ωB97M-V functional and the def2-TZVPD basis) on the molecule C4H4N2S2 in a non-equilibrium geometry.

The spin multiplicity is 3. Its total energy is -1060.54704 Ha. As for the charge: 0. Its HOMO energy (spin up / spin down) is -7.22 / -9.11 eV.

XYZ file:
```
12
Properties=species:S:1:pos:R:3:forces:R:3
C 1.98836 -0.57452 -0.38010 1.0 0.8 -1.3
C 0.99318 0.32176 -0.58905 0.7 -1.7 1.0
C 0.34311 -1.25963 0.80736 0.5 0.2 -0.2
C -3.19100 0.46156 0.23215 3.2 -0.7 -0.4
N 1.58919 -1.53458 0.45111 -1.1 -2.0 1.7
N -0.02813 -0.10768 0.20061 -2.7 0.6 -0.4
S -3.84466 -0.89527 -0.37103 -0.4 -1.7 -0.8
S -1.41154 0.94425 0.46330 -0.4 0.8 0.4
H 2.97642 -0.56199 -0.86112 -0.6 -0.1 0.5
H 0.99216 1.14286 -1.17948 -0.4 2.4 -1.5
H -0.41781 -1.74082 1.42091 0.8 -0.3 0.0
H -3.86519 1.16768 0.58221 -0.6 1.7 1.0
```
Forces are in eV/Å.

Atomic partial charges in e from the Löwdin method, atoms 1 to 6: -0.18, -0.16, -0.20, -1.01, 0.05, -0.40



# 4
ORCA calculation (the ωB97M-V functional and the def2-TZVPD basis) on the molecule C4H4N2S5 in a non-equilibrium geometry.

Its total energy is -2255.09387 Ha. As for the charge: 0. Its HOMO energy (spin up / spin down) is -8.77 / -8.77 eV.

XYZ file:
```
15
Properties=species:S:1:pos:R:3:forces:R:3
C -1.82537 -0.35509 -0.47349 0.1 -0.6 0.3
C -0.78756 0.23984 -1.24339 -0.5 -1.4 -0.2
C 0.01944 0.86634 -0.32104 1.5 0.6 -0.7
C -0.11075 1.24691 2.07470 -0.8 2.1 0.9
N -1.70450 0.06140 0.77810 -1.7 -1.1 -0.1
N -0.64410 0.87515 0.80366 0.4 -1.8 1.3
S -0.59639 -0.08155 -2.88758 1.0 -0.1 -1.4
S 3.03392 -0.03126 0.18021 -1.6 -0.1 -0.3
S 0.26172 -1.97623 -2.93458 0.0 -0.2 0.9
S 2.42977 -1.87786 -0.13215 -0.5 0.9 0.2
S 2.19781 -1.91804 -2.17011 0.3 0.0 -1.3
H -2.46368 -1.24657 -0.78531 0.5 1.9 0.5
H -0.70568 0.91411 2.97904 0.2 0.8 -1.6
H 0.88312 0.95745 2.25993 1.3 -1.1 -0.3
H 0.01226 2.32540 1.87201 -0.4 0.1 1.5
```
Forces are in eV/Å.

Atomic partial charges in e from the Löwdin method, atoms 1 to 6: -0.17, -0.75, -0.04, -0.04, 0.07, -0.25



# 5
ORCA calculation (the ωB97M-V functional and the def2-TZVPD basis) on the ion C4H4N3O3 with charge -1 in a non-equilibrium geometry.

Its total energy is -544.83300 Ha. As for the charge: -1. Its HOMO energy is -4.09 eV. As for the SMILES: Nc1c(O)cnn1C(=O)[O-].

XYZ file:
```
14
Properties=species:S:1:pos:R:3:forces:R:3
C -1.44045 -0.97508 0.68948 -0.9 -0.8 0.2
C -1.27803 0.42127 0.55574 1.6 -0.3 0.0
C -0.03388 0.55039 0.01506 2.3 -2.2 -1.8
C 1.84789 -1.36579 -0.73038 -2.5 1.8 1.0
N -0.45461 -1.72418 0.25234 -1.5 -1.5 0.7
N 0.45211 -0.98634 -0.24768 -0.4 6.6 0.3
N 0.74200 1.66607 -0.42455 0.1 -0.8 -1.2
O 2.48041 -0.39670 -1.04535 2.0 3.4 -1.0
O 2.08928 -2.50377 -0.71931 0.8 -5.4 0.1
O -2.21453 1.37434 0.91873 0.5 1.7 1.5
H -2.30813 -1.46071 1.06288 -0.6 -0.3 0.4
H 0.26917 2.08786 -1.30065 1.4 -1.0 1.8
H 1.73855 1.24258 -0.63407 -2.4 0.8 0.0
H -1.88978 2.07006 1.60775 -0.3 -2.2 -2.0
```
Forces are in eV/Å.

Atomic partial charges in e from the Löwdin method, atoms 1 to 6: -0.16, -0.33, -0.17, -0.81, 0.01, 0.01



# 6
ORCA calculation (the ωB97M-V functional and the def2-TZVPD basis) on the molecule C4H4N4 in a non-equilibrium geometry.

Its total energy is -373.79662 Ha. As for the charge: 0. Its HOMO energy is -11.27 eV. As for the SMILES: [H]/N=C(/C#N)[C@H](N)C#N.

XYZ file:
```
12
Properties=species:S:1:pos:R:3:forces:R:3
C -0.35424 0.12547 0.37992 -0.6 -0.1 0.5
C -0.67601 1.48349 -0.11430 -0.5 3.1 -0.8
C 0.97919 -0.36957 -0.10519 1.2 -1.2 -1.5
C 2.10752 0.56721 -0.03935 1.4 1.4 0.3
H -1.76695 -0.69746 -0.91382 0.2 0.0 0.8
H -2.15205 -0.69249 0.71815 -0.4 -0.2 -0.2
H -0.21556 0.12192 1.48073 -0.5 0.4 -0.4
H 0.30592 -2.07022 -0.44908 0.1 0.1 -0.4
N -1.41179 -0.82302 0.04681 0.2 0.1 -0.2
N -0.96854 2.55402 -0.50713 0.8 -3.2 1.1
N 1.17883 -1.54070 -0.58047 -0.2 1.1 1.0
N 2.97367 1.34136 0.08372 -1.8 -1.7 -0.3
```
Forces are in eV/Å.

Atomic partial charges in e from the Löwdin method, atoms 1 to 6: -0.36, -0.16, -0.35, -0.14, 0.11, 0.09



# 7
ORCA calculation (the ωB97M-V functional and the def2-TZVPD basis) on the molecule C4H4N4 in a non-equilibrium geometry.

Its total energy is -373.59746 Ha. As for the charge: 0. Its HOMO energy is -10.49 eV. As for the SMILES: C1Cc2nnnnc21.

XYZ file:
```
12
Properties=species:S:1:pos:R:3:forces:R:3
C -0.88855 0.78454 -0.92671 -4.5 1.4 3.7
C -1.26949 -0.52718 0.14173 0.9 -3.1 -0.4
C 0.25815 -0.70495 0.21283 -1.0 1.7 0.8
C 0.52126 0.57511 -0.48695 3.2 0.7 2.7
H -1.38356 0.88221 -1.93420 1.3 -0.6 0.9
H -1.47528 1.63848 -0.24519 2.0 -1.5 -2.0
H -1.72972 -0.38163 1.23933 0.9 0.3 -2.8
H -1.56204 -1.66384 -0.18817 -0.3 3.1 0.1
N 1.00678 -1.39480 1.00730 1.3 2.1 -1.8
N 2.32438 -0.92341 0.79261 1.0 3.6 -0.5
N 2.62560 0.36753 0.40518 -3.2 -2.9 0.8
N 1.57247 1.34793 -0.01777 -1.7 -4.7 -1.7
```
Forces are in eV/Å.

Atomic partial charges in e from the Löwdin method, atoms 1 to 6: -0.06, -0.08, -0.33, -0.25, 0.11, 0.16



# 8
ORCA calculation (the ωB97M-V functional and the def2-TZVPD basis) on the molecule C4H4N4 in a non-equilibrium geometry.

Its total energy is -373.74830 Ha. As for the charge: 0. Its HOMO energy is -8.15 eV. As for the SMILES: c1cc2[nH]nnn2c1.

XYZ file:
```
12
Properties=species:S:1:pos:R:3:forces:R:3
C 1.36799 -0.77611 1.36845 -0.3 -2.3 0.5
C 0.15199 -1.45449 0.96233 -1.0 -0.4 1.9
C -0.41650 -0.55019 0.10692 0.6 -0.2 0.4
C 1.47913 0.41824 0.70787 1.6 -0.7 0.6
H 2.03203 -1.40750 1.99045 0.0 1.4 -0.3
H -0.43090 -2.22996 1.58049 1.3 1.1 -1.4
H -2.22188 -0.97959 -0.79937 1.3 2.3 -0.3
H 2.28853 1.07907 0.57172 0.7 0.6 0.1
N -1.47028 -0.23742 -0.63930 -3.2 -1.7 -1.3
N -1.25221 0.89584 -1.38007 -0.3 -1.0 0.2
N -0.12981 1.37713 -1.07875 0.5 -1.1 1.7
N 0.40037 0.49492 -0.07569 -1.2 1.9 -2.2
```
Forces are in eV/Å.

Atomic partial charges in e from the Löwdin method, atoms 1 to 6: -0.10, -0.06, -0.36, -0.11, 0.11, 0.12



# 9
ORCA calculation (the ωB97M-V functional and the def2-TZVPD basis) on the molecule C4H4N4 in a non-equilibrium geometry.

Its total energy is -373.70054 Ha. As for the charge: 0. Its HOMO energy is -9.56 eV. As for the SMILES: C1=Nn2ncnc2C1.

XYZ file:
```
12
Properties=species:S:1:pos:R:3:forces:R:3
C -0.56980 -1.28344 0.62010 -3.4 1.8 -0.3
C -0.58175 -0.03688 1.62526 0.2 3.3 4.4
C 0.66955 0.94240 -1.99596 0.1 -1.3 5.2
C 0.07512 -0.48887 -0.41251 0.8 0.6 -5.5
H -1.58112 -1.72366 0.08510 2.3 1.1 2.2
H -0.07145 -1.96383 1.26947 0.8 -1.2 -0.4
H -0.72151 0.15531 2.83811 -0.5 -1.7 -3.2
H 1.13835 1.46823 -2.78224 -0.4 -0.3 -1.5
N 0.09039 1.06589 1.27229 -1.3 -4.8 0.9
N 0.52935 0.65110 0.04352 0.2 1.7 2.2
N 0.95344 1.52784 -0.76242 0.1 0.7 -4.8
N 0.06943 -0.31408 -1.80071 1.1 0.1 0.9
```
Forces are in eV/Å.

Atomic partial charges in e from the Löwdin method, atoms 1 to 6: -0.04, -0.08, -0.13, -0.33, 0.19, 0.09



# 10
ORCA calculation (the ωB97M-V functional and the def2-TZVPD basis) on the molecule C4H4N4 in a non-equilibrium geometry.

Its total energy is -373.77037 Ha. As for the charge: 0. Its HOMO energy is -8.93 eV. As for the SMILES: N#Cc1cn[nH]c1N.

XYZ file:
```
12
Properties=species:S:1:pos:R:3:forces:R:3
C 0.26979 0.06085 -0.63188 -2.4 -2.6 3.6
C -0.43090 0.89305 1.29272 0.5 2.3 1.2
C -0.67112 -0.19766 0.49295 1.3 0.2 -2.6
C -1.72938 -1.15233 0.67097 -0.2 0.3 -0.6
H 0.66297 -2.03998 -1.43523 -0.4 5.3 -0.2
H 1.81305 -0.67544 -1.49692 -2.7 -0.5 -1.1
H 1.56600 1.62273 -0.80771 1.5 0.9 -1.2
H -0.89817 1.13902 2.21994 -0.4 0.0 0.4
N 0.71620 -0.79357 -1.62199 3.9 -4.1 0.1
N 0.90244 1.16571 -0.27156 -0.6 -0.2 -0.3
N 0.49011 1.77051 0.85081 -1.3 -1.6 0.6
N -2.69099 -1.79289 0.73790 0.9 0.2 0.1
```
Forces are in eV/Å.

Atomic partial charges in e from the Löwdin method, atoms 1 to 6: -0.33, -0.14, -0.16, -0.19, 0.23, 0.13



- Which of these has the lowest charge?
  C4H4N3O3



- Which value of charge does entry 10 give?
  0